This record from the Open Molecules 2025 dataset describes a 2-piece molecular cluster, C6H16NO2S overall in a non-equilibrium geometry. The level of theory is the ωB97M-V functional and the def2-TZVPD basis.

```
26
C6H16NO2S the ωB97M-V functional and the def2-TZVPD basis
C 3.1418 0.8301 -0.2012
C -2.7718 -0.7030 0.4417
C -1.8275 -1.8582 -1.4356
C -0.3343 -1.3969 0.2630
C 2.4012 1.0586 0.9937
C 2.0288 2.3077 1.3674
N -1.6082 -1.0187 -0.3270
O -0.0595 0.5380 -1.8717
O -0.8225 1.5412 0.2520
S -1.1643 0.8510 -1.1390
H 3.2351 1.8203 -0.6138
H 4.1643 0.4121 -0.0740
H 2.4299 0.3223 -0.8551
H -3.3651 0.0579 0.0252
H -3.3817 -1.5625 0.7077
H -2.3837 -0.2584 1.4243
H -1.3317 -2.8408 -1.5564
H -2.8879 -1.8804 -1.5358
H -1.3549 -1.2746 -2.3765
H 0.0836 -0.7882 1.0830
H -0.4001 -2.3670 0.7230
H 0.3785 -1.4685 -0.4829
H 1.9804 0.1268 1.5386
H 0.1151 2.0171 0.4608
H 1.4130 2.2958 2.2223
H 2.3215 3.2381 0.9663
```

Its total energy is -841.2542 Eh. The value obtained for the HOMO energy is -13.35 eV. For the HOMO-LUMO gap, the calculation gives 9.17 eV. The LUMO energy is -4.2 eV. The calculation puts the energy relative to the best compared isomer or geometry (same formula, charge and spin) at 10.1 kcal per mole. As for the net charge: +1.

These are the natural (NBO) partial charges, in e, on atoms 1 to 2: atom 1 (C): -0.678, atom 2 (C): -0.446